No. 1
The following is a DFT calculation (ωB97M-V/def2-TZVPD) of an isolated molecule of C4H8ClF in a non-equilibrium geometry.

```
! RIJCOSX wB97M-V def2-TZVPD def2/J DEFGRID3
* xyz 0 1
C -0.3541 1.4562 -0.6383
C -0.0228 0.7692 0.7541
C 0.6757 -0.5467 0.5189
C -0.1993 -1.5971 -0.1925
H -1.0569 0.8001 -1.2730
H -0.8728 2.3566 -0.5472
H 0.4908 1.6167 -1.2570
H 0.6004 1.4358 1.3613
H -0.9288 0.5870 1.3094
H 0.9890 -0.9699 1.5056
H -0.1915 -2.5323 0.2499
H 0.0122 -1.7569 -1.2799
F -1.4370 -1.1909 -0.2373
Cl 2.2951 -0.4277 -0.2741
*
```

Highest occupied orbital energy = -10.66 eV
ΔE to the lowest compared entry with this formula, charge and spin = 0.942 eV
Gap between HOMO and LUMO = 11.7 eV
DFT total energy = -19517.0858 eV

These are the Löwdin partial charges, in e, on atoms 1 to 6: C -0.09; C -0.24; C -0.66; C -0.29; H 0.10; H 0.04



No. 2
The following is a DFT calculation (ωB97M-V/def2-TZVPD) of an isolated molecule of C4H8ClF in a non-equilibrium geometry.

```
! RIJCOSX wB97M-V def2-TZVPD def2/J DEFGRID3
* xyz 0 1
C -0.3638 1.4210 0.3352
C 0.2667 0.0869 -0.2048
C -0.6305 -0.6922 -1.1569
C 0.7227 -0.7525 0.9819
H -0.8318 2.0973 -0.3821
H -1.2676 1.0122 0.9273
H 0.3653 1.9542 0.9468
H -0.6098 -0.4110 -2.2470
H -1.7428 -0.6577 -0.9152
H -0.3464 -1.7354 -1.0626
H 1.3293 -1.6172 0.6501
H -0.1815 -1.1864 1.4127
F 1.5695 -0.2092 1.8838
Cl 1.7207 0.6900 -1.1691
*
```

Highest occupied orbital energy = -10.53 eV
ΔE to the lowest compared entry with this formula, charge and spin = 0.692 eV
Gap between HOMO and LUMO = 11.4 eV
DFT total energy = -19517.3358 eV

These are the Löwdin partial charges, in e, on atoms 1 to 6: C -0.12; C -0.83; C -0.12; C -0.28; H 0.07; H 0.11



No. 3
The following is a DFT calculation (ωB97M-V/def2-TZVPD) of an isolated molecule of C4H8ClN in a non-equilibrium geometry.

```
! RIJCOSX wB97M-V def2-TZVPD def2/J DEFGRID3
* xyz 0 1
C -0.9633 -0.0270 0.3144
C 0.2384 -0.1381 -0.2042
C -1.5338 -1.1218 1.2613
C 0.8244 1.2172 -1.2797
N 2.2057 1.3433 -1.1947
Cl -0.1302 2.6679 -0.9071
H -1.6936 0.7888 0.3438
H 1.0031 -0.9132 -0.3384
H -1.9279 -1.8255 0.5838
H -2.1354 -0.5577 1.9681
H -0.6987 -1.6731 1.8129
H 0.6878 0.9589 -2.4181
H 2.6047 2.2665 -1.2434
H 2.4350 0.9984 -0.2515
*
```

Highest occupied orbital energy = -9.57 eV
ΔE to the lowest compared entry with this formula, charge and spin = 1.771 eV
Gap between HOMO and LUMO = 10.6 eV
DFT total energy = -18288.0011 eV

These are the Löwdin partial charges, in e, on atoms 1 to 6: C -0.22; C -0.05; C -0.10; C -0.78; N -0.05; Cl 0.56



No. 4
The following is a DFT calculation (ωB97M-V/def2-TZVPD) of an isolated molecule of C4H8ClN2P in a non-equilibrium geometry.

```
! RIJCOSX wB97M-V def2-TZVPD def2/J DEFGRID3
* xyz 0 1
C 0.5365 0.6805 1.2651
C 0.1540 0.4928 -0.2097
C 0.9622 2.0416 1.5228
C -0.4026 -2.0040 -1.9531
N 0.2369 -0.2989 1.9848
N -0.3117 -1.4393 1.6358
P -0.6302 -1.1893 -0.1122
Cl -2.5795 -0.9109 -0.2994
H -0.6477 1.1651 -0.5799
H 0.8350 0.3485 -1.0713
H 1.6423 2.2540 0.6680
H 1.3205 2.1486 2.5684
H 0.2512 2.8327 1.3345
H -0.2294 -3.0493 -1.9530
H -1.3703 -1.8039 -2.4327
H 0.2328 -1.2683 -2.3679
*
```

Highest occupied orbital energy = -7.81 eV
ΔE to the lowest compared entry with this formula, charge and spin = 2.140 eV
Gap between HOMO and LUMO = 8.1 eV
DFT total energy = -29066.3659 eV

These are the Löwdin partial charges, in e, on atoms 1 to 6: C -0.47; C -0.27; C -0.07; C -0.17; N -0.12; N -0.24



No. 5
The following is a DFT calculation (ωB97M-V/def2-TZVPD) of a cluster of 2 separate species, C4H8ClN3OS in total in a non-equilibrium geometry.

```
! RIJCOSX wB97M-V def2-TZVPD def2/J DEFGRID3
* xyz 0 1
C -1.8869 0.0579 0.2158
C -1.4391 -1.1708 0.2394
C -1.4351 1.2930 -0.5588
C 3.1407 -0.4012 0.3210
N 0.6578 -2.3648 0.4583
N -2.0894 2.4937 -0.2581
N 3.2096 -0.0086 -0.8723
O 1.8215 -2.7664 0.5459
S -0.0600 -1.6223 -0.7672
Cl 1.9137 0.3607 1.2589
H -2.5010 0.4042 1.0763
H -1.8152 -1.9425 0.9179
H -0.4009 1.1976 -0.2283
H -1.3827 1.1426 -1.6292
H 3.7312 -1.1602 0.7788
H -2.5236 2.5519 0.7014
H 4.0399 -0.4143 -1.3698
H -2.9802 2.3494 -0.8300
*
```

Highest occupied orbital energy = -8.86 eV
Gap between HOMO and LUMO = 8.7 eV
DFT total energy = -34148.3485 eV

These are the Löwdin partial charges, in e, on atoms 1 to 6: C -0.18; C -0.41; C -0.36; C -0.73; N -0.49; N -0.02



No. 6
The following is a DFT calculation (ωB97M-V/def2-TZVPD) of a structure of composition C4H8ClNO4S2 in a non-equilibrium geometry.

```
! RIJCOSX wB97M-V def2-TZVPD def2/J DEFGRID3
* xyz 0 1
C 0.9476 0.6958 0.7193
C -0.0927 1.7682 0.4388
C 0.8040 -0.3463 -0.3837
C 1.9987 -1.3111 -0.4245
N -1.4581 1.4193 0.6890
O -0.4482 -2.7837 -0.5221
O -0.9500 -1.3306 1.4409
O -1.8418 -0.8182 -0.7876
O -2.4898 1.2925 -1.6977
S -0.6157 -1.5074 0.0522
S -2.2333 0.7094 -0.3643
Cl -3.9065 0.3001 0.5409
H 2.0308 1.0634 0.6160
H 0.7914 0.3726 1.7947
H 0.0730 2.6971 1.1441
H 0.1704 2.1915 -0.5381
H 0.4433 0.1638 -1.3012
H 2.5776 -0.8984 -1.1335
H 1.6089 -2.3130 -0.7217
H 2.5904 -1.3649 0.4386
*
```

Highest occupied orbital energy = -10.40 eV
ΔE to the lowest compared entry with this formula, charge and spin = 0.000 eV
Gap between HOMO and LUMO = 10.8 eV
DFT total energy = -48147.3258 eV

These are the Löwdin partial charges, in e, on atoms 1 to 6: C -0.20; C -0.32; C -0.33; C -0.06; N -0.24; O -0.24



No. 7
The following is a DFT calculation (ωB97M-V/def2-TZVPD) of a structure of composition C4H8ClNiO3 in a non-equilibrium geometry.

```
! RIJCOSX wB97M-V def2-TZVPD def2/J DEFGRID3
* xyz 1 3
Ni -2.7489 0.4555 -1.5611
Cl -3.3588 1.3091 0.5469
C -0.2461 0.9200 2.5328
C 0.5616 0.9848 1.2534
O 0.6602 -0.3086 0.6176
C 0.2281 -0.5432 -0.5876
O -0.7398 0.0460 -1.1059
O 0.9917 -1.4101 -1.1594
C 0.9426 -1.7353 -2.5744
H 0.2357 0.1471 3.1326
H -1.3127 0.7697 2.4094
H 0.0212 1.8621 3.0160
H 1.5879 1.2369 1.5234
H 0.2624 1.7952 0.5869
H 0.3441 -2.6412 -2.6349
H 1.9800 -1.9673 -2.7958
H 0.5908 -0.9204 -3.2000
*
```

Highest occupied orbital energy (alpha / beta) = -14.85 / -14.72 eV
<S²> = 2.01
ΔE to the lowest compared entry with this formula, charge and spin = 0.000 eV
Gap between HOMO and LUMO (alpha / beta) = 8.3 / 7.0 eV
DFT total energy = -63977.0904 eV

These are the Löwdin partial charges, in e, on atoms 1 to 6: Ni 0.88; Cl 0.01; C -0.06; C -0.19; O 0.09; C -0.57



No. 8
The following is a DFT calculation (ωB97M-V/def2-TZVPD) of a cluster of 2 separate species, C4H8ClO2P in total in a non-equilibrium geometry.

```
! RIJCOSX wB97M-V def2-TZVPD def2/J DEFGRID3
* xyz 0 1
C 2.7130 -0.2836 1.0606
C 1.5641 -0.2096 0.4013
C 1.2420 0.7401 -0.7144
C -3.1589 -0.2985 -0.0704
O 1.1018 -2.7923 1.6122
O -2.0629 0.3949 0.1183
P 0.6751 -1.7759 0.6753
Cl 0.4340 -2.5733 -1.2407
H 2.9660 -0.9248 1.8961
H 3.5115 0.4525 0.9399
H 0.2116 0.7211 -0.7706
H 1.5606 1.7885 -0.6303
H 1.6101 0.1989 -1.5476
H -3.0894 -1.2082 -0.6512
H -4.0694 0.1287 -0.5445
H -3.5697 -0.5508 0.8870
*
```

Highest occupied orbital energy (alpha / beta) = -10.54 / -8.13 eV
ΔE to the lowest compared entry with this formula, charge and spin = 4.316 eV
Gap between HOMO and LUMO (alpha / beta) = 9.5 / 6.3 eV
DFT total energy = -30180.3478 eV

These are the Löwdin partial charges, in e, on atoms 1 to 6: C -0.01; C -0.50; C -0.09; C -0.26; O -0.41; O -0.02